1.
ORCA calculation (ωB97M-V/def2-TZVPD) on C34H33CoN9PS as an isolated structure.

Values from the calculation:
⟨S²⟩: 0.776
Frontier orbital gap (spin up / spin down) in eV: 5.31 / 5.39
Energy above the lowest of the compared OMol25 structures with the same formula, charge and spin in eV: 4.3801

Structure (ORCA input):
```
! RIJCOSX wB97M-V def2-TZVPD def2/J DEFGRID3
* xyz 1 2
Co -0.263 0.008 0.721
C -5.127 -2.108 2.129
N -3.755 -2.046 1.656
C -3.010 -3.089 1.195
C -1.805 -2.569 0.812
N -1.810 -1.225 1.025
C -2.987 -0.925 1.559
P -3.687 0.753 1.694
C -2.851 1.399 0.222
N -1.562 1.357 -0.116
C -1.438 2.141 -1.223
C -2.652 2.652 -1.572
N -3.543 2.191 -0.655
C -4.970 2.458 -0.603
C -2.627 1.440 3.075
N -1.283 1.352 3.162
C -0.766 2.445 3.772
C -1.811 3.261 4.062
N -2.945 2.644 3.619
C -4.270 3.237 3.616
H -5.362 -3.125 2.428
H -5.818 -1.801 1.343
H -5.254 -1.448 2.984
H -3.380 -4.099 1.170
H -0.944 -3.060 0.393
H -0.492 2.330 -1.697
H -2.934 3.281 -2.398
H -5.290 2.951 -1.516
H -5.213 3.097 0.246
H -5.523 1.528 -0.488
H 0.291 2.550 3.954
H -1.839 4.209 4.571
H -4.321 4.021 4.366
H -5.022 2.485 3.837
H -4.493 3.673 2.641
N 0.597 -0.713 2.186
C 1.520 -0.159 3.037
C 1.593 -0.552 4.389
C 2.494 0.027 5.257
C 3.344 1.036 4.811
C 3.313 1.415 3.483
C 2.435 0.821 2.572
C 2.491 1.050 1.125
C 3.815 1.227 0.500
C 4.071 1.039 -0.796
C 2.997 0.792 -1.804
C 1.615 0.623 -1.107
C 1.390 0.875 0.357
H -0.715 0.532 2.845
H 0.143 -1.518 2.606
H 0.925 -1.334 4.736
H 2.534 -0.297 6.289
H 4.031 1.505 5.503
H 3.968 2.205 3.136
H 4.638 1.467 1.163
H 5.085 1.137 -1.170
H 3.044 1.565 -2.579
H 0.822 0.964 -1.769
S 3.296 -0.352 -5.109
C 2.226 -0.736 -3.732
C 0.962 -1.146 -3.901
C 0.128 -1.551 -2.774
N 0.500 -1.522 -1.553
C 1.779 -0.922 -1.285
C 2.849 -0.646 -2.376
C 3.410 -2.001 -5.817
C 4.504 -2.790 -5.498
C 4.555 -4.075 -6.024
N 3.615 -4.576 -6.816
C 2.587 -3.798 -7.136
C 2.435 -2.500 -6.667
H 0.534 -1.231 -4.890
H -0.873 -1.923 -2.987
H 2.219 -1.379 -0.402
H 3.755 -1.259 -2.348
H 5.293 -2.412 -4.862
H 5.387 -4.732 -5.799
H 1.854 -4.233 -7.805
H 1.594 -1.892 -6.967
*
```


2.
ORCA calculation (ωB97M-V/def2-TZVPD) on C34H33N5OPSV as an isolated structure.

Values from the calculation:
⟨S²⟩: 3.808
Frontier orbital gap (spin up / spin down) in eV: 5.82 / 6.41
Energy above the lowest of the compared OMol25 structures with the same formula, charge and spin in eV: 0.9100

Structure (ORCA input):
```
! RIJCOSX wB97M-V def2-TZVPD def2/J DEFGRID3
* xyz 1 4
V -0.259 0.304 0.721
C -2.434 0.672 4.486
C -1.654 0.270 3.283
N -1.412 1.024 2.223
N -1.913 2.313 2.247
C -2.168 2.913 1.065
N -2.637 4.172 1.129
S -1.907 2.115 -0.397
C -1.043 -1.044 3.198
C -1.258 -2.056 4.137
C -0.599 -3.256 3.998
C 0.265 -3.445 2.924
C 0.405 -2.419 2.018
N -0.229 -1.249 2.139
H -2.442 1.745 4.674
H -2.027 0.211 5.383
H -3.477 0.354 4.396
H -2.042 2.762 3.140
H -2.983 4.581 1.980
H -2.898 4.610 0.262
H -1.943 -1.907 4.958
H -0.762 -4.050 4.714
H 0.801 -4.370 2.777
H 1.027 -2.522 1.135
O 1.440 1.044 2.936
N 1.678 0.933 1.560
C 2.918 0.864 1.253
C 3.575 0.761 -0.072
C 4.966 0.868 0.022
C 5.763 0.849 -1.111
C 5.157 0.729 -2.352
C 3.780 0.621 -2.446
C 2.964 0.622 -1.319
P 1.143 0.530 -1.540
C 0.938 2.096 -2.456
C 1.095 3.251 -1.687
C 1.068 4.500 -2.275
C 0.863 4.615 -3.647
C 0.709 3.476 -4.416
C 0.760 2.215 -3.826
C 0.933 -0.839 -2.710
C 1.822 -1.911 -2.705
C 1.576 -3.034 -3.483
C 0.437 -3.102 -4.271
C -0.461 -2.045 -4.269
C -0.221 -0.925 -3.489
H 2.295 0.965 3.387
H 3.632 0.911 2.078
H 5.429 0.973 0.995
H 6.836 0.933 -1.023
H 5.758 0.721 -3.252
H 3.327 0.533 -3.427
H 1.238 3.175 -0.613
H 1.201 5.385 -1.667
H 0.831 5.592 -4.111
H 0.563 3.558 -5.484
H 0.679 1.342 -4.456
H 2.721 -1.884 -2.101
H 2.278 -3.856 -3.472
H 0.248 -3.975 -4.879
H -1.361 -2.091 -4.868
H -0.958 -0.134 -3.476
C -1.395 -1.145 -0.483
C -2.492 -1.746 0.350
C -3.563 -0.981 0.825
C -4.523 -1.518 1.670
C -4.444 -2.843 2.083
C -3.400 -3.624 1.605
C -2.451 -3.084 0.748
H -1.835 -0.627 -1.340
H -0.763 -1.941 -0.890
H -3.644 0.058 0.524
H -5.344 -0.893 1.999
H -5.193 -3.262 2.740
H -3.326 -4.667 1.885
H -1.656 -3.718 0.370
*
```


3.
ORCA calculation (ωB97M-V/def2-TZVPD) on a 2-piece molecular cluster, C34H34BF6N4 overall.

Values from the calculation:
Frontier orbital gap in eV: 5.08
Energy above the lowest of the compared OMol25 structures with the same formula, charge and spin in eV: 0.8520

Structure (ORCA input):
```
! RIJCOSX wB97M-V def2-TZVPD def2/J DEFGRID3
* xyz 1 1
F -4.021 0.314 6.292
C -4.127 -0.117 5.018
F -3.356 -1.249 4.877
F -5.431 -0.524 4.804
C -3.754 0.885 3.966
N -3.945 0.206 2.685
C -5.115 0.536 1.975
C -5.495 1.893 1.867
C -6.667 2.249 1.200
C -7.451 1.258 0.593
C -7.134 -0.092 0.771
C -5.991 -0.456 1.493
C -2.897 -0.549 2.187
C -3.083 -1.412 1.090
C -1.989 -1.981 0.469
C -0.683 -1.620 0.841
C 0.403 -1.796 -0.205
C 1.771 -1.239 0.108
C 2.888 -2.067 0.206
C 4.130 -1.533 0.563
C 4.298 -0.129 0.639
N 5.549 0.410 0.833
C 6.709 -0.449 1.108
C 6.913 -0.450 2.597
F 7.931 -1.207 3.075
F 7.118 0.853 3.019
F 5.750 -0.861 3.215
C 5.825 1.764 0.606
C 5.153 2.755 1.346
C 5.449 4.095 1.109
C 6.419 4.435 0.165
C 7.123 3.449 -0.535
C 6.819 2.104 -0.331
C 3.183 0.699 0.404
C 1.935 0.151 0.150
C -0.500 -0.773 1.931
C -1.581 -0.292 2.642
H -4.416 1.758 4.025
H -2.718 1.204 4.095
H -4.860 2.663 2.316
H -6.947 3.305 1.160
H -8.338 1.536 0.016
H -7.772 -0.874 0.352
H -5.771 -1.501 1.720
H -4.078 -1.640 0.717
H -2.126 -2.666 -0.369
H 0.433 -2.868 -0.504
H 2.793 -3.141 0.068
H 4.940 -2.208 0.834
H 6.559 -1.475 0.752
H 7.595 -0.021 0.623
H 4.393 2.450 2.076
H 4.934 4.881 1.666
H 6.653 5.482 -0.008
H 7.916 3.715 -1.233
H 7.324 1.310 -0.895
H 3.272 1.774 0.511
H 1.113 0.842 -0.023
H 0.496 -0.471 2.238
H -1.386 0.328 3.513
H 0.096 -1.182 -1.042
B -0.216 -2.349 -4.469
H 0.848 -1.759 -4.475
H -0.484 -3.387 -3.909
C -1.353 -1.348 -4.464
N -1.735 -1.342 -5.804
C -0.952 -2.000 -6.816
C -2.884 -0.666 -5.967
C -3.299 -0.272 -4.718
N -2.351 -0.711 -3.831
C -2.490 -0.506 -2.402
H -1.291 -1.752 -7.832
H 0.100 -1.709 -6.702
H -0.969 -3.096 -6.708
H -3.383 -0.502 -6.913
H -4.161 0.283 -4.367
H -3.219 0.281 -2.173
H -2.863 -1.394 -1.898
H -1.549 -0.230 -1.936
*
```